# 1
# C23H30BCoN12

A molecular structure, C23H30BCoN12 (the ωB97M-V functional and the def2-TZVPD basis, the OMol25 dataset).

Output
* spin multiplicity: 5
* largest force on an atom: 0.05 eV/Å
* energy relative to the best compared isomer or geometry (same formula, charge and spin): 0.0000 eV
* total charge: +2
* E_LUMO (spin up / spin down): -6.06 / -8.77 eV
* Kohn-Sham gap (spin up / spin down): 0.31396 / 0.20559 Ha

Geometry (Å):
1 Co -0.369 -0.270 0.126
2 C 1.860 -2.830 1.414
3 C 2.387 -1.523 0.929
4 C 3.695 -1.060 0.947
5 C 3.659 0.226 0.419
6 C 4.776 1.193 0.240
7 N 2.388 0.502 0.088
8 N 1.598 -0.576 0.387
9 B 1.709 1.865 -0.212
10 N 0.805 2.182 1.000
11 N -0.118 1.257 1.406
12 C -0.518 1.599 2.644
13 C -1.461 0.776 3.456
14 C 0.119 2.776 3.014
15 C 0.955 3.113 1.958
16 C 1.886 4.268 1.834
17 N 0.819 1.700 -1.473
18 N -0.164 0.756 -1.470
19 C -0.801 0.814 -2.680
20 C -1.921 -0.103 -3.022
21 C -0.214 1.799 -3.432
22 C 0.813 2.346 -2.640
23 C 1.752 3.447 -2.970
24 H 2.394 -3.131 2.314
25 H 2.006 -3.615 0.670
26 H 0.799 -2.773 1.654
27 H 4.564 -1.582 1.311
28 H 5.727 0.688 0.390
29 H 4.707 2.006 0.964
30 H 4.769 1.631 -0.758
31 H 2.515 2.720 -0.385
32 H -1.539 -0.244 3.079
33 H -2.460 1.214 3.477
34 H -1.108 0.730 4.484
35 H 0.006 3.311 3.942
36 H 1.788 4.912 2.704
37 H 1.665 4.856 0.943
38 H 2.923 3.937 1.768
39 H -1.565 -1.131 -3.112
40 H -2.360 0.186 -3.974
41 H -2.702 -0.075 -2.261
42 H -0.478 2.102 -4.431
43 H 1.598 3.773 -3.995
44 H 2.787 3.128 -2.853
45 H 1.592 4.298 -2.306
46 N 1.043 -2.648 -1.838
47 C -0.092 -3.063 -1.274
48 N -0.464 -4.315 -1.479
49 C -1.643 -4.670 -0.968
50 N -2.030 -5.929 -1.076
51 N -2.512 -3.807 -0.362
52 C -2.051 -2.608 -0.190
53 N -0.819 -2.167 -0.540
54 C -2.965 -1.570 0.360
55 C -4.291 -1.834 0.639
56 C -5.107 -0.775 1.017
57 C -4.571 0.501 1.090
58 C -3.226 0.677 0.819
59 N -2.436 -0.341 0.472
60 H 1.583 -3.319 -2.360
61 H 1.420 -1.737 -1.644
62 H -1.437 -6.598 -1.540
63 H -2.930 -6.209 -0.725
64 H -4.664 -2.842 0.538
65 H -6.152 -0.944 1.237
66 H -5.182 1.352 1.357
67 H -2.754 1.649 0.880

***

# 2
# C25H43AsGaIN7S2

A molecular structure, C25H43AsGaIN7S2 (the ωB97M-V functional and the def2-TZVPD basis, the OMol25 dataset).

Output
* largest force on an atom: 0.52 eV/Å
* energy relative to the best compared isomer or geometry (same formula, charge and spin): 0.0000 eV
* total charge: +3
* E_LUMO: -9.17 eV
* Kohn-Sham gap: 0.27177 Ha

Geometry (Å):
1 Ga 0.125 -0.157 -0.451
2 C -2.466 2.926 -2.409
3 C -1.730 1.725 -1.914
4 N -0.642 1.717 -1.251
5 N 0.023 2.853 -0.916
6 C 1.284 2.752 -0.433
7 N 1.944 3.875 -0.234
8 S 2.016 1.255 -0.102
9 C -2.220 0.351 -2.217
10 C -3.248 0.108 -3.103
11 C -3.619 -1.209 -3.359
12 C -2.949 -2.237 -2.719
13 C -1.925 -1.917 -1.845
14 N -1.569 -0.653 -1.602
15 H -2.176 3.848 -1.912
16 H -3.537 2.800 -2.253
17 H -2.302 3.056 -3.484
18 H -0.381 3.756 -1.120
19 H 1.556 4.788 -0.422
20 H 2.868 3.843 0.172
21 H -3.759 0.924 -3.597
22 H -4.424 -1.421 -4.052
23 H -3.216 -3.272 -2.887
24 H -1.372 -2.680 -1.313
25 I 0.755 2.090 3.082
26 C -1.055 1.191 2.567
27 C -2.034 1.294 3.551
28 C -3.268 0.714 3.350
29 C -3.485 0.033 2.162
30 C -2.463 -0.028 1.247
31 N -1.245 0.548 1.405
32 H -1.814 1.825 4.466
33 H -4.039 0.787 4.107
34 H -4.431 -0.449 1.948
35 H -2.619 -0.577 0.336
36 C -0.379 -6.986 2.924
37 C -1.516 -6.240 3.625
38 C -2.211 -5.165 2.786
39 C -1.331 -3.989 2.380
40 N -0.461 -4.370 1.241
41 C 0.313 -3.580 0.520
42 S 0.400 -1.908 1.050
43 N 1.033 -4.102 -0.460
44 C 2.120 -3.478 -1.220
45 C 3.316 -4.416 -1.309
46 C 3.950 -4.734 0.043
47 C 5.129 -5.693 -0.093
48 H -0.046 -7.829 3.527
49 H 0.504 -6.356 2.769
50 H -0.706 -7.401 1.961
51 H -1.139 -5.785 4.545
52 H -2.275 -6.961 3.928
53 H -3.045 -4.758 3.359
54 H -2.648 -5.613 1.885
55 H -0.706 -3.673 3.217
56 H -1.934 -3.137 2.073
57 H -0.376 -5.368 1.094
58 H 0.955 -5.103 -0.593
59 H 2.396 -2.552 -0.718
60 H 1.741 -3.242 -2.213
61 H 4.063 -3.947 -1.955
62 H 3.017 -5.341 -1.816
63 H 3.204 -5.173 0.715
64 H 4.281 -3.801 0.511
65 H 4.812 -6.648 -0.515
66 H 5.586 -5.892 0.875
67 H 5.899 -5.277 -0.745
68 C 3.252 -0.666 -2.984
69 As 1.329 -0.430 -2.877
70 C 0.637 -1.629 -4.238
71 C 1.214 1.272 -3.808
72 H 3.569 -0.371 -3.983
73 H 3.547 -1.694 -2.810
74 H 3.733 -0.020 -2.253
75 H 1.315 -1.619 -5.090
76 H -0.342 -1.279 -4.561
77 H 0.550 -2.648 -3.864
78 H 1.614 1.128 -4.810
79 H 1.827 2.008 -3.291
80 H 0.190 1.631 -3.890

***

# 3
# C2H2Cl3NO

A molecular structure, C2H2Cl3NO (the ωB97M-V functional and the def2-TZVPD basis, the OMol25 dataset).

Output
* largest force on an atom: 5.00 eV/Å
* energy relative to the best compared isomer or geometry (same formula, charge and spin): 3.8823 eV
* E_LUMO: -0.39 eV
* Kohn-Sham gap: 0.32602 Ha

Geometry (Å):
1 C -0.730 0.217 -0.503
2 C 1.066 0.153 0.132
3 N -1.773 -0.276 0.300
4 O -1.619 -0.639 1.434
5 Cl 2.069 1.215 -0.799
6 Cl 1.312 -1.671 -0.176
7 Cl 1.159 0.486 1.897
8 H -0.880 1.168 -1.042
9 H -0.603 -0.652 -1.244

***

# 4
# C3H3NO

C3H3NO in the gas phase (the ωB97M-V functional and the def2-TZVPD basis, the OMol25 dataset).

Output
* largest force on an atom: 1.02 eV/Å
* energy relative to the best compared isomer or geometry (same formula, charge and spin): 4.5656 eV
* E_LUMO (spin up / spin down): -0.83 / -0.83 eV
* Kohn-Sham gap (spin up / spin down): 0.30749 / 0.30754 Ha

Geometry (Å):
1 C -1.179 -0.251 0.167
2 C 0.250 -0.029 0.449
3 O 0.736 1.126 -0.021
4 C 1.832 0.295 -0.188
5 N 2.863 -0.064 -0.594
6 H -1.719 0.665 -0.091
7 H -1.185 -0.933 -0.701
8 H -1.657 -0.797 0.983